C6H4F2 | ωB97M-V with the def2-TZVPD basis set

Values from the calculation:
largest force on an atom: 0.085 Eh/bohr
E: -430.63229 Eh
relative energy (zero: lowest compared OMol25 entry of this formula, charge and spin): 3.5485 eV
HOMO-LUMO gap: 7.80 eV
SMILES: C=C1C(F)=CC=C1F
HOMO: -8.272 eV
LUMO level: -0.47 eV

The geometry in XYZ format:
```
12
Properties=species:S:1:pos:R:3:forces:R:3:mulliken_charge:R:1
C -0.22733 -2.00715 0.13255 -2.5852 -0.7062 2.0846 -0.65
C -0.10269 -0.65744 0.11932 -0.2190 0.3832 -2.0689 0.49
C -0.05157 0.37473 1.18609 0.8892 -0.5118 -4.2374 -0.01
F -0.24142 -0.20859 2.33655 0.1255 1.1234 2.4624 -0.24
C 0.42203 1.53700 0.58906 -0.2652 -0.4479 3.2896 -0.26
C 0.54250 1.47620 -0.86832 -1.4930 -0.8204 -1.2168 -0.60
C 0.10285 0.18288 -1.16629 1.3135 1.3253 1.4022 0.34
F -0.26647 -0.34599 -2.32040 0.3465 0.0468 -0.3948 -0.26
H -0.80402 -2.72773 0.94007 2.1339 2.5096 -1.2152 0.20
H -0.13684 -2.63691 -0.72395 0.3252 0.3058 -0.9745 0.32
H 0.69475 2.43039 1.15806 -0.1269 -0.3204 -0.2237 0.38
H 0.70238 2.48818 -1.47399 -0.4445 -2.8872 1.0925 0.29
```
Positions in Å, forces in eV/Å.